[1]
ORCA calculation (ωB97M-V with the def2-TZVPD basis set) on a molecular structure, C46H60As2N3O2PSW.

Values from the calculation:
energy	-7381.44556	a.u.
charge	+2
orbital gap	7.7	eV
HOMO	-12.5	eV
energy relative to the best compared isomer or geometry (same formula, charge and spin)	10.1	kcal/mol
lowest unoccupied orbital energy	-4.77	eV

Each line ends with the Mulliken charge.
Cartesian coordinates (Å):
W  -0.03  -0.21  0.42  0.8201
C  2.12  -1.90  -2.47  -1.5849
C  1.63  -0.50  -2.77  -0.9191
As  1.85  0.61  -1.20  1.8418
C  3.76  0.58  -0.94  0.6492
C  4.56  1.10  -1.95  -1.0463
C  5.94  1.05  -1.84  -0.8737
C  6.53  0.48  -0.71  -0.7854
C  5.73  -0.06  0.29  -1.3171
C  4.35  -0.01  0.17  0.0077
C  1.59  2.42  -1.85  0.5815
C  2.36  3.46  -1.36  -0.3746
C  2.17  4.75  -1.83  -0.7794
C  1.21  5.00  -2.81  -0.7559
C  0.45  3.95  -3.31  -0.3169
C  0.63  2.66  -2.83  -1.0253
As  1.48  -2.53  -0.72  1.2710
C  3.11  -3.06  0.18  0.1249
C  3.12  -3.06  1.57  -0.2551
C  4.25  -3.46  2.26  -0.9141
C  5.38  -3.87  1.57  -0.6143
C  5.37  -3.90  0.18  -0.9359
C  4.24  -3.50  -0.51  -0.4081
C  0.68  -4.21  -1.22  0.4698
C  0.85  -5.34  -0.42  -0.5955
C  0.23  -6.53  -0.77  -0.7932
C  -0.57  -6.60  -1.90  -0.6310
C  -0.76  -5.47  -2.69  -0.8556
C  -0.14  -4.28  -2.34  -0.1503
H  3.21  -1.95  -2.46  0.4760
H  1.76  -2.60  -3.23  0.8521
H  0.56  -0.52  -2.97  0.4577
H  2.13  -0.04  -3.63  0.7942
H  4.12  1.55  -2.83  0.4738
H  6.56  1.46  -2.62  0.4630
H  7.60  0.45  -0.62  0.4442
H  6.18  -0.54  1.15  0.4826
H  3.74  -0.50  0.93  0.6223
H  3.14  3.27  -0.63  0.3805
H  2.77  5.57  -1.45  0.4652
H  1.08  6.00  -3.19  0.4235
H  -0.28  4.14  -4.08  0.4751
H  0.02  1.86  -3.22  0.2938
H  2.24  -2.75  2.12  0.6438
H  4.24  -3.49  3.35  0.4991
H  6.26  -4.19  2.11  0.4310
H  6.24  -4.24  -0.36  0.4516
H  4.25  -3.54  -1.59  0.4728
H  1.49  -5.30  0.46  0.4038
H  0.38  -7.41  -0.15  0.4497
H  -1.04  -7.53  -2.17  0.4411
H  -1.38  -5.52  -3.57  0.4560
H  -0.31  -3.40  -2.96  0.1087
C  -3.48  1.33  -1.34  -1.9420
C  -3.33  2.57  -0.44  2.6021
C  -4.71  3.17  -0.14  -1.9004
C  -2.52  3.60  -1.24  -2.2163
P  -2.37  2.15  1.11  -0.5319
N  -1.12  1.16  0.67  0.1469
C  -3.40  1.20  2.35  2.4890
C  -4.37  2.10  3.12  -1.9012
C  -2.52  0.45  3.36  -1.5465
C  -4.21  0.13  1.58  -2.0230
C  -1.55  3.64  1.86  2.3174
C  -2.50  4.82  2.08  -1.6918
C  -0.99  3.20  3.23  -1.9576
C  -0.36  4.09  0.99  -1.8738
H  -3.81  1.68  -2.32  0.6695
H  -4.22  0.63  -0.98  0.3727
H  -2.54  0.81  -1.48  0.1938
H  -5.15  3.48  -1.09  0.5177
H  -4.66  4.05  0.50  0.3261
H  -5.40  2.46  0.30  0.3672
H  -2.99  3.71  -2.22  0.7493
H  -1.49  3.28  -1.41  0.3515
H  -2.51  4.58  -0.78  0.1997
H  -3.86  2.78  3.80  0.3607
H  -5.01  1.46  3.73  0.5286
H  -5.03  2.69  2.48  0.3182
H  -2.19  1.09  4.18  0.3187
H  -1.65  -0.01  2.90  0.2446
H  -3.11  -0.35  3.79  0.5730
H  -4.99  0.55  0.96  0.2377
H  -4.70  -0.50  2.33  0.7018
H  -3.57  -0.52  0.98  0.4284
H  -3.37  4.56  2.68  0.3044
H  -2.84  5.26  1.14  0.3489
H  -1.96  5.60  2.61  0.5087
H  -1.77  3.03  3.96  0.3514
H  -0.37  4.02  3.61  0.6595
H  -0.37  2.31  3.16  0.2488
H  -0.65  4.79  0.21  0.2916
H  0.15  3.26  0.50  0.0475
H  0.36  4.60  1.63  0.7018
O  -1.24  -1.85  0.87  -0.8275
C  -1.66  -1.98  -0.34  0.8784
O  -1.16  -1.15  -1.17  -0.2161
C  -2.63  -3.03  -0.72  0.3952
C  -3.12  -3.06  -2.02  -0.4088
C  -4.03  -4.05  -2.37  -1.0205
C  -4.42  -4.99  -1.43  -0.4428
C  -3.93  -4.95  -0.13  -0.8843
C  -3.03  -3.96  0.23  -0.2164
H  -2.79  -2.32  -2.73  0.5284
H  -4.42  -4.09  -3.38  0.4925
H  -5.13  -5.76  -1.71  0.4460
H  -4.24  -5.69  0.59  0.4778
H  -2.63  -3.92  1.23  0.5309
N  2.57  2.09  2.05  0.1475
C  2.50  0.94  2.69  0.5617
N  3.47  0.60  3.52  -0.2449
S  1.14  -0.11  2.54  -0.5066
H  3.38  2.69  2.09  0.2707
H  1.77  2.41  1.53  -0.6215
H  4.25  1.20  3.74  0.2293
H  3.43  -0.30  3.96  0.2420

=====

[2]
ORCA calculation (ωB97M-V with the def2-TZVPD basis set) on a molecular structure, C46H60BMgN8O4S3.

Values from the calculation:
energy	-3947.43722	a.u.
charge	+1
orbital gap	7.7	eV
HOMO	-10.3	eV
energy relative to the best compared isomer or geometry (same formula, charge and spin)	27.2	kcal/mol
lowest unoccupied orbital energy	-2.59	eV

Each line ends with the Mulliken charge.
Cartesian coordinates (Å):
Mg  1.63  1.59  2.44  1.2976
C  4.72  -1.08  -1.51  -1.9035
C  3.33  -1.42  -1.10  0.3392
C  2.63  -2.40  -1.72  -1.1744
C  1.30  -2.75  -1.37  0.6938
N  0.79  -2.02  -0.42  0.1494
N  1.45  -1.05  0.25  -0.3240
B  0.00  -1.25  0.67  -1.3176
N  -0.38  -2.03  1.92  0.5071
N  -1.52  -2.69  1.64  -0.2238
C  -2.08  -3.38  2.58  -0.0044
C  -1.49  -3.46  3.87  -0.5547
C  -0.34  -2.80  4.15  0.2032
C  0.27  -2.83  5.52  -1.8149
C  0.26  -2.01  3.10  0.9404
S  1.67  -1.12  3.36  -0.2250
C  -3.36  -4.14  2.24  2.4631
C  -3.96  -3.62  0.93  -1.8396
C  -2.99  -5.62  2.08  -1.6204
C  -4.39  -3.97  3.36  -1.8348
N  -1.11  -0.33  0.14  0.7701
N  -1.63  -0.72  -1.04  0.5040
C  -2.51  0.04  -1.61  -0.5309
C  -2.83  1.31  -1.06  -0.3673
C  -2.33  1.68  0.14  0.2275
C  -2.63  3.02  0.75  -2.0093
C  -1.49  0.75  0.83  0.7515
S  -1.02  0.94  2.45  -0.4032
C  -3.15  -0.51  -2.88  2.1939
C  -4.20  0.44  -3.45  -2.3065
C  -2.06  -0.75  -3.93  -1.2536
C  -3.84  -1.84  -2.54  -1.2387
C  2.72  -0.67  0.01  1.2634
S  3.56  0.47  0.88  -0.4916
C  0.56  -3.91  -2.01  2.3799
C  1.31  -5.19  -1.63  -1.8986
C  0.57  -3.73  -3.54  -1.5425
C  -0.88  -4.00  -1.50  -1.2711
H  5.03  -1.68  -2.37  0.4257
H  5.41  -1.24  -0.68  0.3781
H  4.79  -0.02  -1.76  0.3210
H  3.10  -2.95  -2.52  0.4014
H  -1.97  -4.04  4.65  0.3619
H  -0.23  -3.56  6.15  0.4174
H  0.20  -1.85  5.98  0.2713
H  1.34  -3.07  5.46  0.3611
H  -3.27  -3.74  0.09  0.0597
H  -4.21  -2.55  1.01  0.3877
H  -4.88  -4.17  0.71  0.5703
H  -2.24  -5.76  1.29  0.2313
H  -3.88  -6.20  1.81  0.4673
H  -2.59  -6.04  3.01  0.3774
H  -4.61  -2.92  3.55  0.3836
H  -4.06  -4.43  4.30  0.3631
H  -5.32  -4.47  3.08  0.4567
H  -3.46  1.99  -1.61  0.5895
H  -3.20  3.63  0.06  0.4260
H  -1.70  3.53  1.02  0.2841
H  -3.19  2.90  1.68  0.3853
H  -3.77  1.40  -3.74  0.3771
H  -5.01  0.63  -2.73  0.4116
H  -4.64  -0.01  -4.34  0.4609
H  -1.64  0.20  -4.29  0.2800
H  -2.47  -1.29  -4.79  0.4240
H  -1.24  -1.34  -3.50  -0.1958
H  -4.66  -1.68  -1.83  0.3623
H  -3.14  -2.55  -2.09  0.1231
H  -4.26  -2.29  -3.44  0.4600
H  2.35  -5.17  -1.96  0.3704
H  0.83  -6.05  -2.10  0.4731
H  1.30  -5.35  -0.55  0.3736
H  1.58  -3.79  -3.95  0.4034
H  0.13  -2.78  -3.83  0.2085
H  -0.02  -4.53  -3.99  0.4812
H  -0.91  -4.18  -0.42  -0.0624
H  -1.39  -4.82  -2.00  0.7695
H  -1.42  -3.07  -1.69  -0.6797
C  -0.12  2.48  5.20  -0.8215
O  1.12  2.34  4.49  -0.3593
C  2.22  2.70  5.33  -0.4973
C  3.42  2.87  4.45  -0.9498
O  3.53  1.71  3.59  -0.1786
C  4.29  0.65  4.18  -0.9473
H  -0.23  3.50  5.57  0.3056
H  -0.15  1.79  6.05  0.3320
H  -0.94  2.26  4.52  0.3011
H  2.36  1.92  6.08  0.3177
H  2.01  3.64  5.85  0.5378
H  4.33  2.99  5.04  0.5440
H  3.29  3.72  3.80  0.2447
H  5.30  1.00  4.39  0.2971
H  4.33  -0.16  3.46  0.3302
H  3.82  0.28  5.10  0.3160
O  1.83  3.63  1.99  -0.7085
C  1.53  3.41  0.79  -0.5587
N  1.55  4.30  -0.23  0.2899
C  1.33  3.61  -1.50  2.1399
C  1.04  2.17  -0.96  -0.7362
O  0.81  1.22  -1.69  -0.3689
N  1.15  2.17  0.40  0.8286
C  2.59  3.69  -2.39  0.1025
C  3.09  2.59  -3.07  0.0836
C  4.22  2.72  -3.88  -1.0983
C  4.86  3.95  -4.01  -0.5639
C  4.34  5.05  -3.34  -1.0091
C  3.22  4.92  -2.54  -0.4036
C  0.13  4.16  -2.27  -0.4294
C  -0.34  3.50  -3.41  0.1265
C  -1.37  4.04  -4.16  -0.8608
C  -1.97  5.24  -3.78  -0.6427
C  -1.51  5.90  -2.65  -0.8580
C  -0.46  5.37  -1.91  -0.3924
H  2.01  5.19  -0.14  0.3713
H  2.60  1.63  -2.98  0.6798
H  4.61  1.85  -4.41  0.4498
H  5.73  4.05  -4.63  0.4068
H  4.82  6.02  -3.44  0.4088
H  2.82  5.81  -2.05  0.3152
H  0.13  2.57  -3.71  0.4296
H  -1.70  3.53  -5.06  0.4946
H  -2.77  5.66  -4.38  0.4223
H  -1.96  6.84  -2.35  0.4365
H  -0.12  5.89  -1.02  0.3779

=====

[3]
ORCA calculation (ωB97M-V with the def2-TZVPD basis set) on a molecular structure, C46H60BaBr2N2P3Si at a distorted geometry.

Values from the calculation:
energy	-8385.27165	a.u.
charge	+1
orbital gap	5.6	eV
HOMO	-8.6	eV
energy relative to the best compared isomer or geometry (same formula, charge and spin)	30.5	kcal/mol
lowest unoccupied orbital energy	-2.94	eV

Each line ends with the Mulliken charge.
Cartesian coordinates (Å):
Ba  -1.16  0.25  -0.44  1.9574
C  -1.08  -5.96  1.48  -1.7603
C  -1.23  -4.45  1.40  0.4717
C  -2.57  -4.02  2.00  -1.3129
P  -0.98  -3.47  -0.21  1.3579
C  -1.80  -4.35  -1.68  0.3644
C  -2.53  -5.67  -1.45  -1.5724
C  -2.79  -3.33  -2.28  -1.3210
C  0.78  -3.85  -0.52  -0.2960
C  1.14  -5.17  -0.83  -0.2162
C  2.46  -5.54  -0.94  -1.0335
C  3.45  -4.60  -0.72  -0.9744
C  3.10  -3.29  -0.47  0.3316
C  1.77  -2.87  -0.40  -0.7012
Si  1.47  -0.97  -0.52  -0.4066
C  2.60  -0.07  0.76  0.2253
C  3.96  -0.08  0.46  -0.3135
C  4.91  0.49  1.28  -1.4562
C  4.51  1.15  2.43  -1.4615
C  3.16  1.23  2.72  -0.7895
C  2.20  0.62  1.92  1.3540
P  0.44  0.71  2.41  0.4948
C  0.39  -0.10  4.11  0.5306
C  1.52  0.12  5.11  -1.6509
C  0.25  -1.60  3.82  -1.6198
C  0.05  2.54  2.68  1.2980
C  0.76  3.38  3.74  -1.5050
C  -1.46  2.62  2.92  -1.5502
C  2.30  -0.50  -2.18  0.6304
C  2.72  -1.50  -3.05  -0.6278
C  3.38  -1.21  -4.24  -0.9930
C  3.60  0.11  -4.59  -1.1118
C  3.13  1.12  -3.76  -0.2365
C  2.50  0.83  -2.56  -0.0772
P  1.84  2.15  -1.47  0.7746
C  3.41  3.04  -0.94  1.6309
C  4.47  3.44  -1.97  -1.6297
C  3.02  4.22  -0.04  -1.3128
C  0.91  3.31  -2.67  1.1443
C  0.12  2.46  -3.67  -1.4508
C  1.61  4.42  -3.44  -1.6162
H  -1.07  -6.25  2.53  0.4729
H  -0.14  -6.30  1.05  0.3842
H  -1.90  -6.48  1.01  0.3222
H  -0.43  -4.01  2.02  0.1634
H  -3.40  -4.32  1.36  0.2563
H  -2.60  -2.93  2.12  0.0456
H  -2.71  -4.47  2.97  0.5472
H  -0.99  -4.50  -2.40  0.4867
H  -3.32  -5.57  -0.71  0.2367
H  -1.85  -6.45  -1.13  0.3333
H  -2.98  -5.98  -2.39  0.4887
H  -3.60  -3.14  -1.58  0.3032
H  -3.21  -3.71  -3.20  0.4919
H  -2.28  -2.39  -2.51  0.1335
H  0.37  -5.91  -1.00  0.3880
H  2.72  -6.56  -1.19  0.4550
H  4.49  -4.88  -0.78  0.4513
H  3.88  -2.56  -0.35  0.3205
H  4.29  -0.54  -0.46  0.3904
H  5.96  0.44  1.03  0.4373
H  5.23  1.61  3.09  0.4341
H  2.85  1.77  3.60  0.7343
H  -0.55  0.26  4.54  0.4082
H  2.47  -0.23  4.72  0.3446
H  1.30  -0.45  6.01  0.5089
H  1.62  1.17  5.40  0.2611
H  1.19  -1.99  3.43  0.3013
H  -0.53  -1.78  3.09  0.0872
H  0.01  -2.14  4.73  0.6006
H  0.26  2.97  1.69  -0.4001
H  0.63  2.96  4.73  0.2997
H  0.31  4.38  3.75  0.4912
H  1.82  3.51  3.53  0.2872
H  -1.71  2.26  3.92  0.3576
H  -2.02  2.03  2.19  0.3620
H  -1.80  3.65  2.85  0.4733
H  2.56  -2.54  -2.80  0.4298
H  3.71  -2.01  -4.88  0.4497
H  4.13  0.35  -5.50  0.4336
H  3.27  2.15  -4.07  0.3219
H  3.87  2.28  -0.29  -0.9206
H  4.12  4.22  -2.64  0.2399
H  4.80  2.58  -2.55  0.4271
H  5.33  3.83  -1.44  0.4867
H  2.46  4.98  -0.58  0.2181
H  3.91  4.68  0.37  0.4457
H  2.41  3.87  0.79  0.1563
H  0.20  3.80  -1.99  -0.0200
H  0.77  2.13  -4.47  0.3643
H  -0.70  3.04  -4.11  0.5071
H  -0.30  1.56  -3.20  0.1493
H  2.36  4.04  -4.13  0.2631
H  2.07  5.15  -2.78  0.3274
H  0.86  4.95  -4.04  0.4789
Br  -6.59  6.25  -1.64  -0.1321
C  -5.33  4.94  -1.08  -0.0745
C  -4.01  5.29  -0.84  -0.8073
C  -3.15  4.28  -0.46  -0.3179
N  -3.51  3.02  -0.27  0.1088
C  -4.80  2.70  -0.44  0.6920
C  -5.73  3.63  -0.90  -0.8410
C  -5.19  1.32  -0.07  0.4649
C  -6.53  0.92  -0.04  -0.6636
C  -6.84  -0.35  0.41  -0.3425
Br  -8.65  -0.92  0.47  -0.1380
C  -5.82  -1.20  0.83  -0.8650
C  -4.53  -0.73  0.71  -0.0775
N  -4.21  0.48  0.29  0.2899
H  -3.68  6.32  -0.94  0.4512
H  -2.10  4.49  -0.29  0.5336
H  -6.76  3.36  -1.11  0.4340
H  -7.32  1.58  -0.36  0.4264
H  -6.03  -2.18  1.21  0.5556
H  -3.70  -1.36  1.00  0.3158